Density functional theory data (wB97M-V/def2-TZVPD) for a structure of composition C38H42F11HfN9O3 at a distorted geometry.

Geometry (Å):
C: 1.4349 -5.0359 0.6782
H: -7.5413 4.4457 1.5708
N: -7.9741 3.5986 -0.2189
H: 2.9647 -4.4255 -2.3462
C: 2.4942 3.5915 -0.5847
H: -2.8278 3.1243 4.9639
C: -0.1592 -0.8543 1.9110
H: -7.9239 4.5402 -0.6128
C: -4.1377 1.7957 0.0488
H: -1.8924 0.7032 4.8139
C: 4.9173 0.7731 -3.8474
H: 4.0365 -0.5037 2.0716
F: 7.1728 -0.0564 -3.8310
H: 5.1605 2.8068 3.4559
H: 1.3488 -5.1619 -2.0115
N: -5.3141 2.4933 -0.0590
C: -7.5124 2.5616 -1.1709
C: -0.9084 -0.3669 2.9756
C: 5.5177 -1.0350 -2.4100
C: -3.3188 1.3985 -1.0673
F: 0.5418 -2.5513 -2.7871
H: 3.8267 1.6646 3.9051
C: 0.8494 -1.9545 2.2303
O: 0.8233 -2.5211 3.2982
N: 4.4896 1.6134 1.8500
H: 5.2169 -2.7628 0.0346
C: -5.9862 2.4778 -1.3476
H: 4.8942 4.6392 -0.3607
Hf: 1.5541 -2.2070 -0.6745
H: -5.5821 3.2560 -2.0488
C: 4.9250 0.1928 1.9662
C: 3.6663 -4.1230 0.2924
H: -5.1571 3.5954 1.7666
H: -3.5144 0.7583 4.1086
H: -5.3488 4.5777 0.3176
F: -3.0557 -3.2938 0.2562
H: 3.4845 3.0865 2.8879
C: -5.6683 3.6513 0.8194
H: 5.5696 0.1463 2.8078
F: 6.5034 -1.6498 -1.7233
H: -1.4522 0.6486 -1.7865
H: -4.3056 1.5852 2.1513
O: 1.7873 -2.2310 1.3237
N: -1.8882 0.5767 2.8134
C: -3.6132 1.4787 1.3200
H: 1.6737 -4.5804 1.6393
F: 5.2734 1.8211 -4.6032
C: -2.5959 -3.1897 -1.0347
C: 4.2552 2.3097 3.0984
F: 1.9052 -0.4145 -2.2420
C: -3.4933 -2.9507 -2.0554
H: 4.9495 -3.8298 -1.3779
H: -0.5549 -4.7428 1.3126
H: 4.2257 4.8697 1.2429
N: 2.3135 -4.3167 -0.3118
O: 0.3027 -0.5348 -0.4743
C: 4.1170 -1.2354 -2.0555
H: -7.4816 2.6368 1.5467
C: -1.6304 0.4478 0.4088
C: -3.0765 -2.5628 -3.3179
H: 3.5664 -3.6991 1.2949
H: 4.1658 -5.0789 0.4422
H: -1.3947 3.0430 3.8194
C: -7.1930 3.5867 1.0443
C: -2.1204 0.7767 -0.9106
C: 2.3624 -5.0005 -1.6304
H: -8.9751 3.4015 0.0389
C: 5.8868 -0.1315 -3.4042
C: 3.5657 1.8435 0.7967
H: -0.6896 -0.5734 4.0302
C: -2.4439 2.6857 4.0169
C: -0.8502 -2.7806 -2.6145
C: -1.7185 -2.5152 -3.6509
N: 3.6025 -2.1415 -1.1565
C: -1.1864 -3.2290 -1.2813
F: -1.2776 -2.1672 -4.8391
F: -3.9675 -2.1057 -4.2118
F: 2.6611 1.6071 -3.9436
C: 3.2143 -0.3726 -2.6815
H: 1.5757 3.0112 -0.4464
H: 2.3108 4.6719 -0.4090
F: -3.6536 1.6295 -2.3844
H: 5.4194 3.5092 1.0207
H: 2.8810 -5.9621 -1.4520
H: -7.9481 1.5937 -0.8896
C: 4.4740 -3.2204 -0.5998
C: 4.5871 4.0864 0.5663
C: -0.4665 -0.3404 0.5879
H: -3.0653 2.9934 3.1510
H: -5.8034 1.5183 -1.8280
H: 1.7435 -6.1055 0.6332
H: -0.4884 -5.6926 -0.1609
H: -7.8895 2.8112 -2.1765
N: 2.9433 0.8118 0.2918
C: 3.5545 0.6824 -3.4978
H: 2.4569 1.0198 -0.5752
C: -0.0443 -4.7869 0.3400
C: -2.4211 0.8135 1.5411
F: -4.8421 -2.9580 -1.8282
N: 3.4883 3.1577 0.3805
H: 2.9085 3.3539 -1.5732
C: -2.4980 1.1549 4.0519
N: -0.1280 -3.5713 -0.4354
H: 5.4159 -0.1054 1.0064

Atoms 1-6, force components in eV/Å:
C 0.80 0.03 -1.03
H -0.16 0.46 0.83
N -0.77 -0.20 0.23
H -0.29 -0.07 0.17
C 0.38 -0.46 0.35
H 0.26 -0.30 -0.72

Computed properties:
Spin multiplicity: 1
Energy relative to the best compared isomer or geometry (same formula, charge and spin) (eV): 0.111
Net charge: +2
Molecular weight (g mol⁻¹): 1060.282
E_LUMO (hartree): -0.20631
Orbital gap (eV): 6.131

Results of the Löwdin charge analysis, in e, for atoms 1 through 4:
1. C -0.134
2. H 0.131
3. N 0.052
4. H 0.092